The following is a DFT calculation (ωB97M-V/def2-TZVPD) of a cluster of 2 separate species, C14H25N3O10 in total in a non-equilibrium geometry.

Each line ends with the Löwdin charge.
Element x y z (Å)
C 0.107 0.998 -0.731  -0.0632
O -0.827 1.759 0.056  -0.1475
C -1.118 3.064 -0.485  -0.2103
C -2.643 3.275 -0.516  -0.2533
O -3.295 2.338 -1.380  -0.0047
C -2.970 4.679 -1.034  -0.2501
O -4.390 4.901 -0.989  -0.0075
C -2.232 5.726 -0.192  -0.3414
O -2.320 6.993 -0.816  0.0223
O -0.833 5.475 -0.150  -0.0164
C -0.480 4.174 0.381  -0.1397
C 1.050 4.001 0.459  -0.4247
O 1.760 4.591 -0.342  0.1158
O 1.551 3.210 1.438  0.1273
H 0.934 1.621 -1.087  0.0946
H 0.534 0.190 -0.130  0.0735
H -0.398 0.560 -1.597  0.0979
H -0.738 3.156 -1.509  0.1750
H -3.038 3.166 0.500  0.1682
H -4.218 2.631 -1.498  0.1022
H -2.624 4.764 -2.070  0.1726
H -4.575 5.821 -1.264  0.1136
H -2.646 5.757 0.822  0.1692
H -1.462 7.433 -0.680  0.1177
H -0.866 4.089 1.402  0.1693
H 2.512 3.222 1.314  0.1351
C 3.303 -6.841 0.471  -0.0521
N 2.808 -5.520 0.856  0.0178
C 1.520 -5.151 0.811  -0.4768
O 0.635 -5.897 0.403  0.0579
C 1.202 -3.699 1.222  -0.1981
C -0.295 -3.321 1.178  -0.0472
C -0.559 -1.909 1.674  -0.5763
N -1.508 -1.213 1.095  0.1955
O 0.112 -1.402 2.556  0.0432
N 2.004 -2.682 0.521  0.1131
C 2.213 -2.508 -0.786  -0.5441
C 1.720 -3.509 -1.815  0.0244
O 2.810 -1.515 -1.168  0.0316
H 3.267 -6.948 -0.614  0.0839
H 2.677 -7.617 0.918  0.0880
H 4.331 -6.973 0.811  0.0852
H 3.480 -4.833 1.160  0.1392
H 1.491 -3.639 2.273  0.1541
H -0.863 -4.010 1.803  0.1344
H -0.665 -3.415 0.160  0.1092
H -1.562 -0.237 1.347  0.1129
H -2.058 -1.602 0.354  0.1156
H 2.340 -1.919 1.090  0.1497
H 0.683 -3.774 -1.633  0.0738
H 1.801 -3.059 -2.803  0.0885
H 2.341 -4.401 -1.782  0.0811

As for the spin multiplicity: 1. The maximum force is 0.045 hartree/bohr. The structure (SMILES) is CO[C@H]1[C@H](O)[C@@H](O)[C@H](O)O[C@@H]1C(=O)O.CNC(=O)[C@H](CC(N)=O)NC(C)=O. The value obtained for the HOMO-LUMO gap is 0.379 Eh.

The following is a DFT calculation (ωB97M-V/def2-TZVPD) of the ion C8H12NS with charge +1 in a non-equilibrium geometry.

Each line ends with the Löwdin charge.
Element x y z (Å)
C 0.364 -2.102 -0.585  -0.0486
C 0.887 -0.683 -0.182  -0.2017
C 2.276 -0.599 0.285  -0.0179
C 2.850 0.700 0.640  -0.0367
C 2.006 1.893 0.529  -0.0577
C 0.630 1.790 0.075  -0.0291
C 0.034 0.492 -0.297  -0.1938
C -1.426 0.508 -0.811  -0.1641
N -2.377 -0.335 -0.008  -0.3169
S -2.591 0.186 1.665  0.8843
H 0.161 -2.077 -1.690  0.0992
H -0.541 -2.343 0.031  0.0622
H 1.110 -2.913 -0.361  0.0948
H 2.911 -1.515 0.378  0.1165
H 3.912 0.787 0.967  0.1113
H 2.443 2.888 0.779  0.1096
H 0.038 2.737 0.006  0.1135
H -1.453 0.203 -1.893  0.1526
H -1.803 1.567 -0.761  0.1348
H -3.303 -0.242 -0.464  0.1486
H -2.170 -1.347 -0.050  0.1135
H -3.957 0.405 1.748  -0.0745

As for the spin multiplicity: 1. The maximum force is 0.051 hartree/bohr. The charge is +1. The structure (SMILES) is Cc1ccccc1C[NH2+]S. The value obtained for the HOMO-LUMO gap is 0.305 Eh.

The following is a DFT calculation (ωB97M-V/def2-TZVPD) of a structure of composition C26H30F5FeN6O4S2Si in a non-equilibrium geometry.

Each line ends with the Löwdin charge.
Element x y z (Å)
Fe 12.855 3.363 13.177  0.5173
C 11.613 1.980 17.276  -0.0803
C 11.877 3.397 16.803  -0.2548
N 11.380 3.793 15.463  -0.1623
C 9.902 3.638 15.362  -0.2297
C 9.452 2.343 14.698  -0.0776
C 11.740 5.256 15.360  -0.1844
C 13.248 5.409 15.337  -0.2069
N 13.911 4.175 14.817  -0.0731
C 15.176 3.961 15.223  -0.1812
C 15.890 2.879 14.615  -0.1278
F 15.250 2.191 13.606  0.0027
C 17.110 2.407 15.010  -0.2295
F 17.582 1.302 14.374  0.0680
C 17.797 3.037 16.036  0.0138
C 17.197 4.149 16.619  -0.2478
F 17.877 4.726 17.634  0.0526
C 15.954 4.602 16.246  -0.1417
F 15.449 5.654 16.937  0.0329
H 11.876 1.932 18.327  0.0678
H 12.240 1.261 16.736  0.0711
H 10.572 1.711 17.183  0.0516
H 12.942 3.588 16.829  0.0953
H 11.451 4.110 17.544  0.1155
H 9.504 4.475 14.781  0.1076
H 9.445 3.707 16.362  0.1123
H 9.750 2.338 13.648  0.0617
H 8.377 2.284 14.741  0.0689
H 9.892 1.453 15.164  0.0335
H 11.280 5.829 16.192  0.1205
H 11.306 5.644 14.422  0.0804
H 13.574 5.693 16.329  0.0897
H 13.496 6.242 14.669  0.1201
H 18.786 2.691 16.406  0.1268
S 14.230 4.493 11.512  0.6335
C 14.972 3.238 10.656  -0.7937
C 16.183 3.555 9.969  -0.3137
N 17.164 3.878 9.406  0.1119
C 14.458 1.913 10.607  -0.7090
S 13.132 1.387 11.573  0.7310
C 15.159 1.018 9.747  -0.3069
N 15.749 0.274 9.049  0.1045
C 10.299 -1.243 15.210  -0.1990
Si 11.736 -1.102 13.935  0.4793
C 12.944 -2.555 14.372  -0.2000
C 10.948 -1.572 12.261  -0.1971
C 12.555 0.581 13.688  -0.3733
H 10.085 -2.298 15.428  0.0160
H 9.377 -0.793 14.838  0.0131
H 10.554 -0.808 16.177  0.0032
H 12.308 -3.436 14.565  0.0118
H 13.558 -2.334 15.258  0.0143
H 13.630 -2.777 13.551  0.0182
H 10.612 -2.615 12.247  0.0194
H 11.630 -1.438 11.435  0.0099
H 10.072 -0.954 12.054  0.0102
H 13.645 0.507 13.954  -0.0049
H 12.039 1.304 14.324  -0.0486
F 10.032 0.745 8.869  0.0812
C 9.220 1.369 9.735  -0.1898
C 9.485 2.606 10.196  0.0492
N 8.592 3.303 10.974  -0.0021
C 8.910 4.676 11.301  -0.0281
C 10.255 4.907 12.208  -0.6197
O 10.282 6.060 12.655  -0.0174
O 11.067 3.976 12.377  -0.1263
C 7.496 2.656 11.578  -0.4672
O 6.717 3.209 12.334  0.0562
N 7.359 1.349 11.174  0.2087
C 8.083 0.609 10.232  -0.4044
O 7.811 -0.551 9.968  0.0664
H 10.454 3.104 10.044  0.1577
H 8.092 5.118 11.857  0.1128
H 9.123 5.258 10.409  0.1200
H 6.595 0.856 11.609  0.1595

As for the spin multiplicity: 6. The maximum force is 0.056 hartree/bohr. The charge is -2. Its expectation value of S² is 8.801. The value obtained for the HOMO-LUMO gap (spin up / spin down) is 0.206 / 0.226 Eh.

The following is a DFT calculation (ωB97M-V/def2-TZVPD) of an isolated molecule of C8H18N4O in a non-equilibrium geometry.

Each line ends with the Löwdin charge.
Element x y z (Å)
N -0.383 -1.948 1.476  0.1500
C -1.069 -1.589 0.344  -0.5451
O -0.769 -2.014 -0.792  -0.0027
C -2.223 -0.720 0.565  -0.1457
C -2.598 0.123 -0.664  -0.1717
C -1.508 1.065 -1.177  -0.2215
C -1.100 2.315 -0.416  -0.1879
C -0.298 2.076 0.902  -0.1827
C 1.212 1.721 0.726  -0.2580
N 1.157 0.341 0.380  0.0358
C 2.138 -0.302 -0.211  -0.5324
N 1.901 -1.377 -0.999  0.1493
N 3.439 0.147 -0.169  0.1312
H -0.914 -1.892 2.386  0.1367
H 0.308 -2.674 1.323  0.1079
H -3.066 -1.419 0.801  0.1411
H -2.109 -0.173 1.496  0.1008
H -2.901 -0.510 -1.463  0.0982
H -3.482 0.726 -0.345  0.1240
H -0.648 0.565 -1.594  0.0967
H -1.999 1.444 -2.083  0.1053
H -0.480 2.953 -1.060  0.1080
H -1.982 2.867 -0.096  0.1005
H -0.766 1.251 1.390  0.0646
H -0.366 2.973 1.504  0.0935
H 1.710 2.365 -0.004  0.1075
H 1.666 1.940 1.686  0.0960
H 0.932 -1.678 -1.028  0.0397
H 2.659 -2.031 -1.101  0.0953
H 3.885 0.130 -1.067  0.0876
H 3.587 0.985 0.367  0.0780

As for the spin multiplicity: 1. The maximum force is 0.064 hartree/bohr. The structure (SMILES) is NC(=O)CCCCCCN=C(N)N. The value obtained for the HOMO-LUMO gap is 0.326 Eh.

The following is a DFT calculation (ωB97M-V/def2-TZVPD) of a structure of composition C23H43N2O2P3Sc in a non-equilibrium geometry.

Each line ends with the Löwdin charge.
Element x y z (Å)
Sc -1.170 1.394 -1.291  0.7748
P -2.198 -1.022 -0.334  0.7321
P 0.825 -0.104 1.325  0.8308
P 0.934 -1.589 -1.916  0.9336
H -1.782 4.146 -1.560  0.1129
C -1.756 3.300 -2.259  -0.0320
C -2.784 2.356 -2.331  -0.0934
H -3.720 2.521 -1.790  0.1029
C -3.725 -0.625 0.601  -0.2468
C -1.605 -2.418 0.721  -0.2470
C -2.875 -1.954 -1.761  -0.2524
C 2.203 1.093 1.512  -0.2669
C -0.166 0.255 2.838  -0.2374
C 1.698 -1.622 1.932  -0.2383
C 0.946 -1.774 -3.744  -0.2276
C 1.312 -3.332 -1.455  -0.2234
C 2.618 -0.860 -1.688  -0.2338
H -1.098 3.512 -3.113  0.1106
H -2.893 1.666 -3.185  0.1172
H -4.156 0.316 0.239  0.0216
H -3.488 -0.512 1.668  0.0606
H -4.464 -1.427 0.476  0.0735
H -1.494 -2.091 1.764  0.0436
H -0.640 -2.808 0.373  0.0080
H -2.336 -3.241 0.700  0.0837
H -3.207 -1.241 -2.527  0.0448
H -3.733 -2.557 -1.436  0.0702
H -2.108 -2.607 -2.198  0.0456
H 3.083 0.578 1.919  0.0610
H 1.931 1.939 2.170  0.0182
H 2.452 1.478 0.517  0.0167
H -0.174 -0.621 3.500  0.0609
H -1.198 0.508 2.565  0.0212
H 0.281 1.112 3.357  0.0461
H 2.565 -1.316 2.531  0.0667
H 2.043 -2.241 1.095  0.0071
H 1.021 -2.218 2.557  0.0535
H 1.261 -2.785 -4.031  0.0712
H 1.612 -1.030 -4.196  0.0593
H -0.072 -1.605 -4.115  0.0420
H 1.859 -3.790 -2.288  0.0730
H 0.373 -3.878 -1.301  0.0509
H 1.920 -3.386 -0.545  0.0430
H 3.253 -1.179 -2.526  0.0803
H 3.066 -1.197 -0.743  0.0502
H 2.550 0.235 -1.682  0.0176
C 0.590 1.629 -4.069  -0.4046
C 1.694 2.506 -3.973  -0.0032
C 2.246 3.026 -5.135  -0.0340
C 1.752 2.639 -6.384  -0.0199
C 0.624 1.823 -6.480  -0.0330
C 0.090 1.233 -5.341  -0.0014
O 0.030 1.168 -2.965  -0.2890
H 0.815 1.454 -1.101  0.1280
H 2.055 2.747 -2.970  0.1177
H 3.054 3.749 -5.055  0.1281
H 2.244 2.992 -7.291  0.1320
H 0.161 1.639 -7.448  0.1297
H -0.725 0.507 -5.369  0.1207
N -0.041 4.909 4.451  0.2057
C 0.221 4.033 3.432  -0.4482
O 1.302 3.440 3.362  0.0513
C -0.913 3.750 2.505  -0.0779
C -2.255 3.940 2.869  0.0622
C -3.254 3.389 2.080  0.0221
C -2.904 2.690 0.926  -0.1129
N -1.611 2.499 0.578  -0.0648
C -0.629 3.094 1.299  -0.0517
H 0.759 5.222 4.982  0.1381
H -0.817 5.550 4.394  0.1114
H -2.504 4.505 3.762  0.1376
H -4.308 3.484 2.335  0.1399
H -3.668 2.288 0.255  0.0908
H 0.392 3.011 0.912  0.1189

As for the spin multiplicity: 1. The maximum force is 0.132 hartree/bohr. The charge is +3. The value obtained for the HOMO-LUMO gap (spin up / spin down) is 0.168 / 0.135 Eh.

The following is a DFT calculation (ωB97M-V/def2-TZVPD) of a structure of composition C19H16HgNOP.

Each line ends with the Löwdin charge.
Element x y z (Å)
Hg -1.097 1.790 0.837  0.4577
O 0.450 -0.517 3.174  -0.0564
N 0.755 -1.088 1.986  -0.0734
C 1.362 -2.196 1.953  -0.0841
C 1.685 -2.807 0.653  -0.2083
C 2.390 -4.004 0.635  -0.0168
C 2.723 -4.608 -0.569  -0.0407
C 2.355 -4.019 -1.768  -0.0432
C 1.648 -2.825 -1.763  -0.0702
C 1.310 -2.215 -0.561  -0.3320
P 0.376 -0.659 -0.663  1.0928
C -1.162 -1.091 -1.479  -0.3686
C -1.641 -2.382 -1.222  -0.0792
C -2.864 -2.783 -1.729  -0.0530
C -3.627 -1.901 -2.483  -0.0469
C -3.167 -0.612 -2.722  -0.0559
C -1.950 -0.199 -2.211  -0.1069
C 1.494 0.501 -1.453  -0.3674
C 2.854 0.315 -1.179  -0.0777
C 3.790 1.207 -1.669  -0.0530
C 3.382 2.299 -2.424  -0.0469
C 2.032 2.501 -2.680  -0.0561
C 1.087 1.620 -2.185  -0.1073
H 0.761 -1.081 3.904  0.1097
H 1.664 -2.719 2.864  0.1409
H 2.682 -4.465 1.570  0.1214
H 3.273 -5.540 -0.568  0.1184
H 2.617 -4.493 -2.705  0.1178
H 1.358 -2.369 -2.702  0.1257
H -1.048 -3.080 -0.644  0.1083
H -3.224 -3.785 -1.537  0.1160
H -4.584 -2.214 -2.878  0.1165
H -3.762 0.076 -3.307  0.1167
H -1.630 0.816 -2.389  0.0725
H 3.183 -0.540 -0.601  0.1083
H 4.841 1.051 -1.464  0.1159
H 4.114 2.997 -2.806  0.1165
H 1.712 3.353 -3.265  0.1166
H 0.044 1.817 -2.376  0.0724

As for the spin multiplicity: 2. The maximum force is 0.007 hartree/bohr. The charge is +1. Its expectation value of S² is 0.763. The value obtained for the HOMO-LUMO gap (spin up / spin down) is 0.294 / 0.235 Eh.